The following is a DFT calculation (ωB97M-V/def2-TZVPD) of a 15-piece molecular cluster, C90H222N12O9 overall at a distorted geometry.

Output
E: -133228.3572 eV
HOMO level: -0.291 Eh
Gap between HOMO and LUMO: 8.639 eV
Charge: 0
2S+1: 1

Geometry as XYZ:
```
333
Properties=species:S:1:pos:R:3:forces:R:3:lowdin_charge:R:1
C -35.432 4.394 9.662 -0.126 0.241 -1.009 -0.10
C -36.036 4.705 10.995 -0.328 0.183 -0.717 -0.26
N -37.188 5.639 10.932 -0.205 -0.111 -0.227 -0.15
C -37.585 5.913 12.332 0.866 0.990 -0.395 -0.22
C -36.647 6.981 12.961 0.252 -0.937 0.507 -0.07
C -38.363 5.098 10.184 1.041 -0.271 0.861 -0.26
C -39.338 6.151 9.773 0.092 1.061 -1.498 -0.10
H -36.118 3.871 8.996 0.075 -0.014 -0.098 0.07
H -34.524 3.795 9.727 -0.043 -0.080 0.245 0.05
H -35.155 5.332 9.180 0.032 0.000 -0.226 0.07
H -36.344 3.758 11.437 -0.007 -0.216 0.629 0.11
H -35.196 5.154 11.526 -0.440 0.112 0.730 0.10
H -38.616 6.257 12.409 -0.041 -0.202 -0.246 0.11
H -37.459 4.937 12.800 -0.388 0.057 0.925 0.09
H -36.926 7.349 13.949 -0.711 -0.020 -0.027 0.06
H -35.715 6.487 13.239 0.294 0.158 -0.428 0.03
H -36.443 7.849 12.333 -0.182 -0.250 -0.267 0.06
H -38.854 4.327 10.778 -0.212 -0.276 0.342 0.11
H -38.049 4.575 9.281 0.313 0.166 0.004 0.09
H -39.851 6.776 10.504 -0.112 -0.605 0.300 0.07
H -40.003 5.737 9.016 -0.662 -0.216 0.495 0.07
H -38.822 6.876 9.143 0.470 0.243 0.116 0.07
C -27.610 2.469 7.046 -0.385 0.198 -0.473 -0.08
C -26.150 2.376 7.397 0.492 0.108 0.483 -0.27
N -25.569 3.687 7.618 -0.604 0.907 0.191 -0.19
C -24.254 3.661 8.270 0.060 -1.077 -1.603 -0.22
C -23.212 2.851 7.404 -0.357 0.898 0.877 -0.06
C -25.703 4.587 6.461 0.432 1.421 1.784 -0.21
C -25.308 6.033 6.903 0.258 -0.023 -1.066 -0.07
H -27.698 2.721 5.989 -0.180 -0.026 -0.111 0.07
H -28.077 3.287 7.595 -0.113 -0.060 0.249 0.06
H -28.175 1.549 7.196 0.158 -0.083 0.090 0.06
H -25.983 1.813 8.316 -0.129 -0.139 0.106 0.09
H -25.616 1.843 6.610 0.118 -0.338 -0.299 0.11
H -23.832 4.654 8.423 -0.311 0.125 -0.326 0.08
H -24.342 3.278 9.287 -0.169 -0.454 -0.118 0.08
H -23.427 1.807 7.177 -0.150 -0.065 0.677 0.06
H -23.145 3.300 6.413 0.314 0.368 0.107 0.06
H -22.294 2.974 7.977 0.427 -0.391 -0.527 0.07
H -26.733 4.710 6.127 -0.058 -0.647 0.164 0.08
H -25.111 4.265 5.604 0.206 0.002 -0.289 0.11
H -24.231 6.163 7.014 0.038 -0.077 0.099 0.06
H -25.794 6.435 7.792 -0.151 -0.597 0.217 0.07
H -25.600 6.729 6.118 -0.007 0.017 -0.244 0.06
C -32.930 0.885 16.170 -1.102 -0.668 -0.751 -0.06
C -33.418 0.393 14.781 0.539 1.023 -0.340 -0.24
N -32.451 0.699 13.728 0.546 0.309 -0.694 -0.19
C -32.992 0.593 12.366 -0.797 1.451 0.569 -0.24
C -33.896 1.782 12.066 -0.696 -0.068 -0.293 -0.09
C -31.374 -0.253 13.847 1.263 0.029 -0.689 -0.26
C -30.121 0.035 12.950 -1.075 -0.134 1.046 -0.06
H -33.770 0.620 16.811 0.299 -0.044 0.588 0.07
H -32.832 1.970 16.210 0.169 -0.065 -0.243 0.04
H -32.011 0.395 16.490 -0.156 0.096 0.147 0.05
H -33.606 -0.680 14.722 -0.199 -0.420 0.559 0.11
H -34.361 0.888 14.550 -0.003 0.087 0.019 0.10
H -32.227 0.696 11.597 0.389 -0.497 0.427 0.08
H -33.543 -0.338 12.233 -0.022 -0.423 -0.162 0.12
H -34.212 1.738 11.024 0.199 0.128 -0.241 0.07
H -34.848 1.804 12.598 0.097 -0.097 0.406 0.06
H -33.377 2.722 12.253 0.037 -0.002 -0.012 0.06
H -31.779 -1.220 13.547 0.106 -0.694 0.253 0.11
H -31.046 -0.283 14.886 0.005 -0.188 -0.093 0.09
H -30.306 -0.243 11.912 0.146 0.198 -0.010 0.06
H -29.288 -0.554 13.335 0.086 0.014 -0.109 0.06
H -29.895 1.095 13.066 0.174 -0.067 -0.279 0.04
C -26.631 3.235 14.464 -0.916 0.535 0.114 -0.07
C -27.538 2.111 14.950 1.074 -0.535 0.865 -0.27
N -27.953 2.270 16.338 -1.540 2.170 0.310 -0.16
C -28.559 1.068 16.896 1.116 0.178 0.285 -0.26
C -28.834 1.240 18.387 -0.222 -0.524 0.019 -0.09
C -28.884 3.470 16.494 1.184 -0.529 -0.674 -0.20
C -30.064 3.423 15.525 -0.101 -0.585 1.147 -0.07
H -26.412 3.167 13.398 0.413 -0.470 0.169 0.05
H -25.762 3.316 15.115 0.189 -0.108 -0.316 0.08
H -27.143 4.196 14.512 -0.146 0.185 0.209 0.06
H -28.342 1.886 14.249 -0.189 0.041 -0.091 0.09
H -26.905 1.231 15.066 0.015 -0.398 -0.733 0.09
H -27.801 0.303 16.731 -0.088 -0.351 0.097 0.11
H -29.459 0.748 16.371 -0.347 -0.095 -0.145 0.09
H -28.980 0.289 18.898 -0.259 -0.243 -0.284 0.07
H -29.754 1.814 18.507 0.155 0.118 0.361 0.06
H -27.996 1.673 18.933 -0.040 0.458 -0.313 0.08
H -29.175 3.574 17.539 -0.059 -0.193 -0.155 0.10
H -28.301 4.360 16.257 0.169 0.005 0.207 0.08
H -30.918 3.907 15.999 -0.084 0.529 -0.449 0.07
H -29.788 3.818 14.547 -0.350 -0.001 0.015 0.07
H -30.378 2.381 15.470 -0.115 -0.060 -0.566 0.05
C -24.146 7.585 14.773 -0.498 -0.728 0.415 -0.07
C -24.674 6.305 14.102 0.791 1.838 -0.459 -0.26
N -23.877 6.135 12.876 -0.364 -0.350 -0.065 -0.17
C -23.945 4.724 12.463 -0.260 0.532 0.312 -0.26
C -23.066 3.793 13.323 0.175 0.337 -1.018 -0.06
C -24.341 7.081 11.804 0.455 -0.599 0.493 -0.23
C -23.399 7.174 10.599 -0.322 -0.103 0.028 -0.07
H -24.687 7.659 15.716 0.354 0.410 0.244 0.05
H -24.312 8.498 14.201 -0.147 -0.136 -0.041 0.05
H -23.070 7.460 14.899 -0.062 0.117 0.323 0.08
H -24.607 5.472 14.802 0.417 -0.128 -0.269 0.10
H -25.737 6.431 13.896 -0.427 -0.058 -0.279 0.10
H -24.977 4.379 12.509 -0.359 -0.060 -0.151 0.07
H -23.658 4.733 11.411 0.293 -0.580 0.011 0.10
H -23.314 3.644 14.374 -0.262 0.580 -0.020 0.06
H -23.104 2.790 12.900 0.247 0.071 -0.111 0.04
H -22.067 4.217 13.221 0.232 -0.374 0.328 0.08
H -24.407 8.093 12.204 -0.052 -0.183 0.371 0.09
H -25.348 6.784 11.513 -0.328 0.049 -0.323 0.09
H -23.561 6.375 9.876 0.313 -0.271 0.181 0.04
H -22.368 7.227 10.948 0.037 -0.243 -0.115 0.08
H -23.584 8.076 10.016 -0.166 0.214 0.185 0.06
C -33.679 9.032 12.735 -0.763 1.129 -0.739 -0.06
C -34.437 10.055 11.792 1.760 -0.335 1.000 -0.23
N -34.901 11.216 12.570 -0.435 0.219 -0.969 -0.15
C -35.584 12.172 11.638 -1.102 0.094 1.023 -0.27
C -34.949 12.592 10.330 0.912 -0.817 0.383 -0.09
C -35.817 10.858 13.701 0.571 0.645 -1.462 -0.25
C -36.147 12.061 14.558 -0.059 -0.242 0.683 -0.09
H -32.917 9.544 13.323 -0.334 0.392 0.290 0.08
H -33.073 8.290 12.215 -0.636 -0.325 -0.349 0.03
H -34.464 8.619 13.368 0.662 -0.607 0.134 0.04
H -33.719 10.399 11.047 0.047 0.250 0.056 0.08
H -35.194 9.560 11.183 -0.631 -0.275 0.206 0.10
H -36.599 11.822 11.454 -0.389 -0.625 -0.349 0.11
H -35.825 13.093 12.170 0.540 0.064 0.314 0.09
H -34.891 11.798 9.586 -0.182 -0.099 -0.016 0.05
H -35.484 13.439 9.900 0.152 0.016 0.134 0.08
H -33.913 12.829 10.572 0.121 0.497 -0.314 0.08
H -35.341 10.063 14.276 -0.070 0.302 0.165 0.10
H -36.750 10.458 13.303 -0.320 -0.294 -0.212 0.11
H -36.882 11.732 15.292 0.086 0.017 0.295 0.07
H -36.625 12.907 14.065 0.211 -0.182 -0.312 0.06
H -35.252 12.404 15.078 -0.056 0.138 0.016 0.08
C -33.995 4.922 17.897 -0.262 0.160 1.211 -0.09
C -34.413 5.997 16.909 0.884 -0.853 -1.164 -0.23
N -35.091 5.474 15.707 -1.260 0.882 -0.105 -0.17
C -36.327 4.720 16.049 1.914 0.367 -0.438 -0.25
C -37.343 5.525 16.811 -0.548 -0.605 0.103 -0.08
C -34.249 4.740 14.767 0.041 -0.454 0.287 -0.26
C -33.152 5.455 14.025 0.759 1.249 0.536 -0.08
H -33.571 4.043 17.411 0.252 0.128 0.177 0.06
H -34.762 4.591 18.597 -0.702 -0.270 -0.521 0.07
H -33.348 5.364 18.654 0.833 -0.046 -0.403 0.07
H -34.926 6.810 17.421 -0.358 -0.066 -0.341 0.11
H -33.493 6.405 16.489 0.094 0.372 0.286 0.10
H -36.699 4.290 15.120 -0.308 0.214 -0.013 0.10
H -35.988 3.880 16.656 -0.361 -0.501 0.284 0.10
H -38.191 4.849 16.919 -0.341 0.175 0.075 0.07
H -37.027 5.740 17.833 0.166 0.226 -0.100 0.07
H -37.686 6.429 16.308 0.206 -0.002 -0.027 0.07
H -34.846 4.309 13.963 -0.612 -0.127 0.295 0.10
H -33.773 3.896 15.265 0.083 -0.522 0.164 0.09
H -32.394 4.747 13.693 -0.275 -0.132 -0.453 0.06
H -32.570 6.133 14.649 -0.022 0.037 0.400 0.05
H -33.503 6.121 13.237 -0.113 -0.344 -0.300 0.05
C -27.218 7.083 16.993 -1.026 0.076 0.257 -0.08
C -28.504 7.785 16.441 1.120 -1.227 0.418 -0.25
N -28.248 8.469 15.198 -0.960 1.758 -1.012 -0.16
C -27.555 9.761 15.409 0.604 -1.066 -0.610 -0.24
C -27.058 10.332 14.081 0.290 0.531 0.403 -0.10
C -29.513 8.720 14.426 -0.128 -1.242 0.227 -0.22
C -29.995 7.473 13.680 0.196 0.027 0.382 -0.09
H -26.733 6.448 16.251 0.109 0.302 -0.111 0.05
H -27.505 6.426 17.815 -0.197 -0.144 0.048 0.06
H -26.541 7.790 17.472 0.235 0.073 -0.446 0.06
H -29.262 7.021 16.266 0.003 -0.085 -0.051 0.10
H -28.875 8.400 17.261 -0.306 0.564 -0.009 0.11
H -26.719 9.534 16.071 0.170 0.136 -0.069 0.10
H -28.151 10.520 15.916 -0.450 0.034 0.185 0.11
H -26.572 9.606 13.429 -0.322 -0.287 0.048 0.06
H -26.292 11.084 14.269 -0.002 0.178 0.128 0.07
H -27.865 10.850 13.563 0.095 -0.159 -0.240 0.06
H -30.330 8.961 15.105 -0.104 0.440 0.367 0.11
H -29.478 9.524 13.690 0.680 0.098 0.304 0.10
H -30.856 7.726 13.062 -0.008 -0.017 -0.151 0.06
H -29.210 7.023 13.071 0.030 0.130 -0.052 0.07
H -30.339 6.725 14.395 0.057 -0.199 -0.039 0.05
C -28.255 8.659 10.098 1.041 0.340 -0.360 -0.06
C -27.828 9.680 9.018 -0.871 0.706 -0.168 -0.25
N -27.246 10.910 9.558 1.001 -1.218 1.725 -0.19
C -27.073 11.996 8.604 -1.480 0.160 -0.206 -0.23
C -28.446 12.382 7.887 1.621 -0.827 0.353 -0.06
C -25.939 10.511 10.188 -0.457 1.718 -0.031 -0.24
C -25.288 11.633 11.070 -0.947 -1.446 -1.084 -0.07
H -28.835 7.855 9.645 -0.506 0.338 0.153 0.05
H -28.696 9.202 10.934 -0.677 -0.126 -0.176 0.08
H -27.428 8.126 10.567 0.373 0.118 -0.221 0.04
H -27.215 9.265 8.219 0.447 -0.483 0.022 0.11
H -28.720 9.997 8.476 -0.217 -0.237 0.165 0.07
H -26.750 12.893 9.132 0.230 -0.151 0.100 0.10
H -26.287 11.680 7.917 0.109 0.346 -0.710 0.11
H -28.384 13.321 7.336 0.206 0.013 0.145 0.06
H -28.666 11.595 7.166 -0.371 0.129 0.029 0.04
H -29.227 12.457 8.644 -0.018 -0.079 -0.072 0.07
H -25.224 10.205 9.425 0.262 0.103 -0.562 0.10
H -26.032 9.610 10.794 -0.525 0.241 0.145 0.07
H -26.035 11.959 11.793 0.302 -0.081 0.276 0.06
H -24.980 12.496 10.480 0.258 -0.175 0.070 0.06
H -24.456 11.066 11.488 0.268 0.780 0.526 0.07
C -31.914 5.617 10.572 0.468 0.112 1.393 -0.06
C -30.529 5.268 11.209 -1.065 -0.177 -2.022 -0.20
N -29.919 4.138 10.452 -1.909 1.183 0.578 -0.16
C -28.571 3.998 10.824 2.200 -0.095 -0.190 -0.27
C -27.662 5.136 10.319 0.001 -0.660 1.182 -0.05
C -30.697 2.923 10.647 -0.321 -0.840 -1.757 -0.23
C -30.558 2.012 9.415 0.657 -0.343 0.372 -0.05
H -32.214 6.583 10.978 -0.006 0.228 -0.111 0.04
H -32.727 4.958 10.874 0.077 -0.288 -0.351 0.04
H -31.808 5.713 9.491 -0.073 -0.186 0.043 0.07
H -29.996 6.204 11.040 0.595 -0.356 0.178 0.08
H -30.544 5.044 12.276 -0.247 0.065 0.267 0.10
H -28.433 3.938 11.903 -0.126 0.057 0.729 0.11
H -28.152 3.052 10.479 -0.164 -0.182 -0.373 0.11
H -27.564 5.155 9.234 -0.194 0.365 0.098 0.06
H -27.956 6.049 10.838 -0.218 0.270 -0.750 0.04
H -26.671 4.982 10.748 0.298 -0.346 -0.241 0.05
H -31.774 3.074 10.712 0.132 0.713 0.265 0.09
H -30.435 2.307 11.507 0.350 0.344 0.438 0.09
H -30.938 2.388 8.464 -0.350 0.264 0.283 0.06
H -31.040 1.065 9.658 -0.119 -0.199 -0.266 0.06
H -29.506 1.797 9.232 0.142 -0.146 0.044 0.05
C -27.577 -1.142 8.831 0.012 -0.852 -0.154 -0.06
C -28.071 -2.240 7.817 0.352 2.257 -0.480 -0.19
N -28.804 -1.493 6.707 0.521 -0.780 1.610 -0.18
C -28.573 -2.215 5.476 0.682 0.282 -0.853 -0.28
C -27.250 -1.742 4.878 0.452 -0.589 -0.735 -0.09
C -30.193 -1.497 7.119 -0.871 0.495 -1.043 -0.28
C -31.060 -0.586 6.250 -0.154 0.008 0.311 -0.07
H -28.430 -0.776 9.402 0.092 -0.036 0.267 0.05
H -27.109 -0.262 8.391 -0.341 -0.159 -0.795 0.05
H -26.766 -1.473 9.480 -0.335 -0.513 0.443 0.05
H -27.254 -2.840 7.416 0.178 0.353 -0.109 0.10
H -28.779 -2.963 8.222 0.029 -0.002 0.537 0.10
H -28.576 -3.286 5.675 0.135 -0.415 -0.106 0.11
H -29.302 -2.079 4.677 -0.499 0.388 0.450 0.11
H -27.091 -2.104 3.863 -0.340 -0.329 -0.194 0.06
H -27.208 -0.660 4.755 -0.030 0.024 0.555 0.07
H -26.378 -2.141 5.395 0.013 0.424 0.419 0.06
H -30.341 -1.261 8.173 0.423 0.196 0.031 0.10
H -30.585 -2.504 6.980 -0.282 -0.510 0.149 0.11
H -30.921 -0.865 5.205 -0.301 0.116 -0.016 0.06
H -30.902 0.487 6.351 0.464 -0.037 0.129 0.06
H -32.097 -0.725 6.556 -0.168 -0.184 -0.291 0.06
C -25.011 1.517 11.322 -0.394 -1.096 -1.315 -0.07
C -26.008 0.539 12.019 1.706 0.578 1.159 -0.21
N -25.445 -0.818 12.214 -0.301 -0.447 -0.811 -0.18
C -24.189 -0.871 12.968 -0.454 -0.736 -0.279 -0.26
C -24.410 -0.533 14.424 1.051 0.512 -0.234 -0.07
C -26.446 -1.888 12.571 1.705 0.761 -1.673 -0.22
C -25.855 -3.282 12.259 0.179 0.135 0.580 -0.09
H -25.356 2.547 11.235 -0.263 -0.036 0.432 0.05
H -24.982 1.160 10.293 0.155 0.032 -0.322 0.06
H -23.958 1.526 11.604 -0.316 -0.158 0.583 0.05
H -26.198 0.978 12.999 -0.560 0.065 0.147 0.06
H -26.924 0.558 11.430 -0.044 -0.464 0.084 0.10
H -23.388 -0.341 12.454 -0.259 0.635 0.193 0.11
H -23.776 -1.879 12.939 -0.412 -0.353 -0.209 0.10
H -24.499 0.549 14.524 -0.545 0.003 0.334 0.06
H -23.514 -0.800 14.985 -0.127 -0.174 0.285 0.08
H -25.276 -1.107 14.756 0.091 0.364 0.414 0.07
H -26.791 -1.859 13.605 -0.247 0.141 0.126 0.09
H -27.241 -1.645 11.866 -0.440 -0.358 0.337 0.09
H -26.638 -4.037 12.183 -0.010 0.030 -0.078 0.07
H -25.193 -3.328 11.394 -0.492 0.392 -0.428 0.07
H -25.173 -3.607 13.046 -0.223 -0.023 0.408 0.06
C -34.243 1.968 6.721 0.462 0.330 -0.229 -0.07
O -32.944 2.562 6.707 -0.379 0.373 -0.086 -0.20
C -32.878 3.976 6.914 0.446 0.263 -0.025 -0.18
C -33.722 4.888 6.007 -0.771 -2.248 -0.028 -0.14
O -35.091 4.746 6.473 -0.371 1.437 -0.683 -0.16
C -36.040 5.498 5.665 0.818 0.440 -0.132 -0.16
C -37.487 5.145 5.934 1.497 -0.495 -0.108 -0.21
O -37.664 3.817 5.544 -0.460 -1.049 0.021 -0.18
C -39.015 3.434 5.674 -0.063 -0.288 0.139 -0.11
H -34.112 0.890 6.619 0.160 0.041 0.092 0.08
H -34.808 2.327 5.861 -0.328 -0.016 0.193 0.08
H -34.751 2.195 7.658 -0.233 0.028 -0.030 0.08
H -31.812 4.154 6.770 -0.042 0.414 -0.175 0.10
H -33.088 4.268 7.943 -0.243 -0.307 0.338 0.10
H -33.696 4.406 5.030 0.115 0.188 -0.515 0.13
H -33.332 5.899 5.887 -0.194 0.132 0.504 0.10
H -35.825 5.396 4.601 0.068 -0.699 -0.259 0.12
H -35.903 6.573 5.785 0.060 0.248 0.616 0.10
H -38.147 5.750 5.312 -0.025 0.639 0.329 0.13
H -37.645 5.227 7.009 -0.498 0.347 0.178 0.11
H -39.596 3.688 4.788 -0.052 0.148 -0.166 0.09
H -39.475 3.914 6.538 -0.088 0.124 0.153 0.08
H -39.095 2.359 5.836 0.244 -0.025 -0.124 0.09
C -31.601 9.517 9.215 -0.678 0.903 0.299 -0.07
O -32.934 9.550 8.692 0.247 -0.710 -0.357 -0.20
C -33.531 8.258 8.551 -1.737 0.664 -0.574 -0.17
C -34.990 8.384 8.017 0.468 0.999 0.196 -0.15
O -35.065 8.733 6.636 0.135 -0.993 0.178 -0.16
C -34.879 10.080 6.262 0.098 0.304 0.619 -0.19
C -34.603 10.189 4.784 0.314 -0.537 -0.470 -0.18
O -33.338 9.659 4.343 -0.566 0.291 0.500 -0.17
C -33.159 8.248 4.463 0.102 0.552 0.005 -0.10
H -30.852 9.031 8.590 -0.226 -0.411 -0.095 0.07
H -31.619 9.155 10.244 0.167 -0.577 0.032 0.08
H -31.299 10.559 9.316 0.005 0.104 -0.205 0.09
H -33.638 7.785 9.527 0.466 -0.381 0.081 0.11
H -33.067 7.650 7.775 0.777 -0.252 0.331 0.11
H -35.536 9.084 8.650 -0.010 0.620 -0.029 0.12
H -35.575 7.475 8.158 0.493 -0.437 -0.254 0.11
H -34.079 10.560 6.826 0.263 -0.166 0.039 0.12
H -35.793 10.609 6.533 -0.263 0.393 -0.261 0.13
H -34.640 11.237 4.485 0.376 0.095 0.163 0.12
H -35.405 9.733 4.204 -0.188 -0.450 0.012 0.12
H -32.295 8.016 3.840 -0.148 -0.148 -0.085 0.08
H -34.050 7.702 4.155 -0.084 -0.076 -0.221 0.09
H -32.922 7.930 5.479 0.006 0.196 0.108 0.05
C -29.553 8.723 5.763 0.172 -0.568 0.131 -0.07
O -29.009 7.974 6.841 -0.151 -1.249 0.435 -0.21
C -29.655 6.681 7.098 -0.170 1.251 -0.725 -0.14
C -29.609 5.718 5.925 0.261 0.303 -1.010 -0.16
O -30.608 6.035 4.898 0.089 -0.136 -0.023 -0.17
C -30.323 5.500 3.586 1.636 0.582 0.674 -0.15
C -29.313 6.372 2.737 0.260 -1.335 1.644 -0.15
O -27.976 6.363 3.373 -0.972 1.466 -1.026 -0.22
C -27.147 7.436 2.828 -0.409 -1.156 -0.600 -0.09
H -30.631 8.849 5.870 -0.176 0.130 0.022 0.08
H -29.357 8.211 4.821 -0.036 0.103 -0.124 0.07
H -29.052 9.691 5.757 -0.043 -0.016 0.108 0.08
H -30.670 6.914 7.419 -0.441 -0.213 -0.189 0.10
H -29.187 6.218 7.967 0.400 0.156 -0.125 0.10
H -29.658 4.679 6.248 -0.661 -0.170 0.188 0.11
H -28.615 5.778 5.482 0.059 0.321 -0.115 0.10
H -31.204 5.336 2.965 -0.466 0.558 0.428 0.12
H -29.945 4.492 3.755 0.494 -0.119 -0.293 0.12
H -29.692 7.386 2.605 0.059 0.147 0.226 0.11
H -29.296 5.888 1.761 0.391 0.030 -0.257 0.11
H -26.143 7.400 3.252 -0.292 -0.128 0.343 0.08
H -27.562 8.442 2.892 -0.312 -0.039 0.606 0.08
H -27.039 7.260 1.758 0.129 -0.098 -0.234 0.08
```
Positions in Å, forces in eV/Å.